{
  "formula": "C26H33B3N4O13S",
  "method": "wB97M-V/def2-TZVPD",
  "symbols": ["C", "B", "O", "B", "C", "C", "C", "C", "S", "O", "O", "O", "O", "B", "N", "C", "C", "C", "O", "O", "H", "H", "H", "H", "H", "H", "H", "H", "H", "H", "H", "H", "H", "H", "H", "H", "H", "H", "C", "C", "C", "C", "C", "C", "N", "O", "O", "H", "H", "H", "H", "H", "C", "C", "C", "C", "C", "C", "N", "O", "O", "H", "H", "H", "H", "H", "C", "C", "C", "C", "C", "C", "N", "O", "O", "H", "H", "H", "H", "H"],
  "coordinates": [[3.260728, -0.855469, 4.614911], [2.114070, -0.446044, 3.548013], [2.535303, -0.023441, 2.205776], [2.104835, -1.150344, 1.374263], [3.209079, -1.819458, 0.358350], [4.573957, -2.219912, 1.095621], [5.531499, -0.988881, 1.453869], [5.737002, 0.066765, 0.266449], [6.339865, 1.721324, 0.918868], [5.864431, 2.861359, 0.040923], [7.846132, 1.754345, 0.988584], [5.773923, 2.031474, 2.456986], [0.764557, -1.641989, 1.514201], [0.030708, -0.966447, 2.550757], [-1.455223, -0.725359, 2.522403], [-1.780297, 0.683504, 2.912050], [-2.034581, -1.114518, 1.235126], [-2.768875, -0.115710, 0.214998], [-2.010547, -2.325999, 0.882061], [0.695348, -0.495483, 3.764183], [4.061278, -1.433778, 4.020308], [3.708021, 0.032198, 5.170994], [2.803895, -1.629966, 5.326151], [3.345539, -1.211282, -0.595349], [2.723099, -2.812238, 0.024316], [5.165763, -2.942072, 0.428778], [4.392758, -2.791933, 2.079998], [6.574155, -1.434895, 1.664014], [5.243075, -0.464340, 2.436481], [6.544023, -0.335033, -0.431837], [4.791951, 0.312671, -0.319044], [4.808924, 2.249885, 2.448907], [-2.919120, 0.810412, 2.813940], [-1.550181, 0.858346, 4.018026], [-1.266682, 1.472419, 2.247021], [-3.550842, -0.757377, -0.334761], [-2.078397, 0.298484, -0.586514], [-3.349730, 0.717342, 0.722530], [-2.465675, -5.016972, 6.925954], [-3.837707, -4.804844, 7.019009], [-4.360769, -3.532451, 6.818344], [-3.499163, -2.479431, 6.520239], [-2.124209, -2.683121, 6.432953], [-1.609703, -3.958370, 6.637887], [-4.047420, -1.142650, 6.283142], [-5.254992, -0.996022, 6.385556], [-3.265251, -0.251042, 5.992003], [-2.061345, -6.012957, 7.077709], [-4.500242, -5.633262, 7.245189], [-5.431322, -3.379885, 6.893392], [-1.447313, -1.867012, 6.205840], [-0.540799, -4.128852, 6.569335], [-2.672309, 0.094740, -6.059343], [-3.229714, 1.281291, -5.590960], [-4.108635, 1.260543, -4.513296], [-4.419692, 0.044857, -3.907950], [-3.872204, -1.146955, -4.375465], [-2.996589, -1.117537, -5.455369], [-5.324488, 0.021654, -2.757113], [-5.800412, 1.083940, -2.385169], [-5.549252, -1.059505, -2.230517], [-1.984362, 0.112897, -6.894368], [-2.977192, 2.221561, -6.063539], [-4.535798, 2.191470, -4.158160], [-4.113490, -2.097162, -3.912383], [-2.562392, -2.040055, -5.825362], [2.291393, 5.505094, -6.329770], [1.024690, 5.975280, -6.662779], [0.015732, 5.079924, -6.998734], [0.286221, 3.713286, -6.993438], [1.553903, 3.236239, -6.668457], [2.557506, 4.139157, -6.336509], [-0.779593, 2.765445, -7.321910], [-1.873560, 3.220436, -7.620593], [-0.514930, 1.572362, -7.275700], [3.075224, 6.206887, -6.062544], [0.823269, 7.040973, -6.657309], [-0.966859, 5.458515, -7.256206], [1.772672, 2.174433, -6.667012], [3.547328, 3.778539, -6.078946]],
  "forces_ev_per_a": [[-0.49, -0.95, -0.28], [-0.33, 1.17, -0.34], [-1.29, -3.08, 0.88], [0.27, 0.80, -0.34], [-1.05, -1.28, 0.35], [0.48, 0.36, -0.17], [0.90, -0.16, 0.42], [-0.49, -0.60, 0.69], [3.37, 4.58, -2.40], [-0.06, -3.60, 2.30], [-4.18, -1.28, 0.76], [-0.16, -0.99, -1.49], [1.26, 1.93, 1.53], [-0.75, -0.19, 1.15], [1.60, 0.75, -2.55], [-1.20, 0.88, 0.68], [-0.66, -3.21, -1.49], [-0.83, -0.45, 0.31], [0.30, 4.01, 1.49], [1.58, -1.13, -2.61], [-0.96, 1.14, 1.01], [-0.50, -1.29, -0.69], [0.73, 1.35, -0.63], [0.02, -0.73, 1.30], [0.73, 1.48, 0.30], [-0.90, 1.04, 0.86], [0.04, 0.86, -1.53], [-1.54, 0.71, -0.26], [0.12, -0.74, -1.73], [-0.98, 1.05, 0.88], [1.26, -0.23, 0.92], [0.88, -0.19, -0.36], [1.80, -0.08, 0.19], [-0.10, -0.33, -1.70], [-0.71, -1.16, 1.08], [1.33, 0.85, 0.92], [-0.57, -0.47, 1.27], [0.98, -0.90, -0.67], [0.00, 0.03, 0.00], [0.19, 0.16, -0.05], [-0.10, -0.01, 0.00], [0.32, -0.79, 0.12], [0.11, 0.07, -0.04], [-0.28, -0.01, 0.03], [-0.28, 0.47, -0.08], [0.52, -0.08, -0.03], [-0.24, -0.30, 0.10], [-0.05, 0.11, -0.01], [0.04, 0.13, -0.03], [0.17, 0.18, -0.07], [-0.25, 0.02, -0.01], [-0.11, 0.07, 0.00], [-0.17, -0.30, 0.05], [-0.07, -0.28, 0.23], [0.03, 0.08, 0.01], [0.49, 0.03, -0.60], [0.03, -0.18, 0.04], [-0.14, 0.32, 0.11], [-0.35, -0.07, 0.38], [0.21, -0.45, -0.12], [0.11, 0.52, -0.22], [-0.22, -0.02, 0.14], [-0.16, -0.13, 0.07], [-0.04, -0.23, 0.10], [-0.09, 0.23, 0.09], [-0.08, 0.07, 0.07], [-0.02, -0.02, -0.01], [0.09, -0.24, 0.01], [-0.10, 0.07, -0.01], [0.59, 0.53, 0.22], [0.06, -0.11, 0.02], [-0.22, 0.12, -0.05], [-0.11, -0.22, -0.19], [0.50, -0.16, 0.00], [0.09, 0.79, -0.17], [-0.09, -0.08, -0.04], [-0.02, -0.13, -0.02], [0.07, -0.24, 0.01], [-0.22, 0.11, -0.05], [-0.13, 0.00, -0.03]],
  "smiles": "CB1OB(CCCCS(=O)(=O)O)OB(N(C)C(C)=O)O1.O=[N+]([O-])c1ccccc1.O=[N+]([O-])c1ccccc1.O=[N+]([O-])c1ccccc1",
  "lumo_ev": -1.00,
  "relative_energy_kj_mol": 0.00,
  "homo_ev": -9.868,
  "gap_ev": 8.86,
  "e_tot_ha": -2680.37287
}